1.
Density functional theory data (wB97M-V/def2-TZVPD) for a cluster of 2 separate species, C5H16N3 in total.

Atoms and positions in Å:
C: -0.229 -1.378 0.878
C: -2.201 0.046 0.556
C: -1.138 -1.040 -1.513
C: -0.159 2.055 -0.124
C: -0.844 -0.379 -0.109
N: 2.996 -0.260 0.561
N: 1.335 0.417 -0.693
N: 0.180 0.718 -0.345
H: 0.104 -0.948 1.687
H: -0.896 -2.205 0.992
H: 0.622 -1.882 0.532
H: -2.708 -0.816 0.824
H: -2.725 0.564 -0.220
H: -2.048 0.652 1.445
H: -1.620 -0.339 -2.157
H: -0.192 -1.140 -1.923
H: -1.766 -1.890 -1.375
H: 0.676 2.616 -0.554
H: -0.895 2.420 -0.805
H: -0.304 2.363 0.871
H: 3.797 -0.708 0.048
H: 2.856 -0.842 1.387
H: 3.212 0.754 0.832
H: 1.947 1.220 -0.795

Cartesian forces, eV/Å:
-1.29 -1.70 -4.71
2.69 2.11 -1.30
-0.14 1.98 2.18
1.19 2.69 -1.42
-0.85 -1.74 0.06
1.67 1.01 0.74
-1.58 -1.74 -1.53
0.39 -1.28 0.53
0.96 2.36 4.90
-0.84 -0.15 0.70
1.48 -0.47 -1.25
-0.93 -1.70 0.38
-0.85 0.59 -0.03
-0.12 0.12 0.00
-0.75 0.60 -0.33
1.69 -1.35 -1.03
-0.03 -0.83 -0.10
0.21 0.26 0.60
-1.37 -0.33 -0.06
-0.51 0.05 1.30
-1.06 1.01 0.51
-0.01 0.50 0.00
0.26 -2.37 -0.09
-0.21 0.39 -0.07

Calculated values
M = 118.204 g/mol
calculated total energy = -9905.412 eV
net charge = +1
frontier orbital gap (alpha / beta) = 9.300 / 9.301 eV
HOMO (alpha / beta) = -0.5064 / -0.5065 Eh

Löwdin population analysis, charges in e, atoms 1 to 2: atom 1 (C): -0.02, atom 2 (C): 0.00

***

2.
Density functional theory data (wB97M-V/def2-TZVPD) for a structure of composition C2HLiO2Pt.

Atoms and positions in Å:
O: 1.274 1.602 1.161
C: 0.588 0.663 1.042
C: -0.170 -0.378 0.805
H: -0.768 -0.745 1.647
Pt: 0.133 -1.550 -0.755
Li: -1.919 0.443 -0.558
O: -0.692 -0.243 -1.738

Cartesian forces, eV/Å:
-1.62 -2.01 -0.15
2.45 2.74 0.15
-0.90 -1.07 2.00
0.19 0.09 -0.22
0.12 0.47 -0.23
0.03 0.21 0.12
-0.27 -0.43 -1.67

Calculated values
M = 259.047 g/mol
calculated total energy = -9624.752 eV
net charge = +1
frontier orbital gap (alpha / beta) = 7.736 / 6.467 eV
HOMO (alpha / beta) = -0.4963 / -0.5183 Eh
multiplicity = 4

Löwdin population analysis, charges in e, atoms 1 to 2: atom 1 (O): 0.23, atom 2 (C): -0.29

***

3.
Density functional theory data (wB97M-V/def2-TZVPD) for the molecule C5H11NO.

Atoms and positions in Å:
C: 0.376 0.598 -0.461
C: 0.168 -0.407 0.703
C: -0.541 -1.664 0.210
C: 1.491 -0.757 1.386
C: -0.756 1.608 -0.527
N: -1.287 1.803 -1.762
O: -1.177 2.198 0.447
H: 1.325 1.118 -0.353
H: 0.382 0.050 -1.405
H: -0.491 0.114 1.392
H: 0.097 -2.220 -0.487
H: -0.745 -2.323 1.051
H: -1.495 -1.492 -0.288
H: 1.697 -0.084 2.209
H: 2.316 -0.684 0.666
H: 1.502 -1.785 1.753
H: -1.991 2.501 -1.928
H: -0.871 1.426 -2.605

Cartesian forces, eV/Å:
-0.44 -0.49 0.08
-0.13 0.26 -0.45
0.13 -0.26 -0.06
0.12 -0.14 -0.46
0.06 0.24 0.14
0.04 -0.13 -1.14
0.00 -0.06 0.09
-0.02 0.21 0.01
0.32 -0.05 -0.06
0.01 -0.07 0.33
-0.01 0.06 0.03
-0.03 -0.12 0.12
0.00 0.29 -0.03
0.14 0.13 0.15
-0.05 -0.02 0.15
-0.11 0.06 0.16
-0.03 0.12 0.41
-0.01 -0.04 0.52

Calculated values
M = 101.149 g/mol
calculated total energy = -8901.645 eV
net charge = 0
frontier orbital gap = 10.677 eV
HOMO = -0.3595 Eh
SMILES = CC(C)CC(N)=O

Löwdin population analysis, charges in e, atoms 1 to 2: atom 1 (C): -0.10, atom 2 (C): -0.41

***

4.
Density functional theory data (wB97M-V/def2-TZVPD) for a cluster of 2 separate species, C4H11NS in total.

Atoms and positions in Å:
C: 1.003 -2.041 -0.998
C: 1.331 2.219 0.805
C: -1.258 1.778 -0.049
C: 0.021 -1.974 0.191
N: 0.005 -0.788 0.856
S: 0.446 1.556 -0.622
H: 0.675 -1.353 -1.773
H: 1.996 -1.742 -0.669
H: 1.040 -3.052 -1.394
H: 2.386 2.229 0.549
H: 1.152 1.566 1.653
H: 0.988 3.231 1.001
H: -1.390 1.176 0.844
H: -1.908 1.422 -0.841
H: -1.446 2.832 0.141
H: 0.304 -2.765 0.915
H: -0.994 -2.237 -0.173

Cartesian forces, eV/Å:
-0.05 0.17 0.15
-0.35 -0.23 -0.32
0.59 0.02 -0.04
-0.14 -1.22 -0.78
0.09 0.91 0.89
-0.10 0.25 -0.26
0.04 0.00 -0.06
0.07 -0.01 -0.03
-0.01 -0.07 -0.04
0.08 0.02 0.04
0.05 0.00 0.19
0.06 0.07 0.11
-0.17 0.02 0.10
-0.11 -0.02 -0.05
-0.11 0.04 0.03
-0.07 0.07 -0.01
0.12 -0.03 0.07

Calculated values
M = 105.206 g/mol
calculated total energy = -16647.779 eV
net charge = 0
frontier orbital gap (alpha / beta) = 7.904 / 7.919 eV
HOMO (alpha / beta) = -0.2927 / -0.2980 Eh

Löwdin population analysis, charges in e, atoms 1 to 2: atom 1 (C): -0.11, atom 2 (C): -0.41